Density functional theory data (the ωB97M-V functional and the def2-TZVPD basis) for a structure of composition C56H48ClF9GeMgN3O2P2Se.

Geometry as XYZ:
```
124
Properties=species:S:1:pos:R:3:mulliken_charge:R:1
Mg 0.57582 0.56037 -0.07044 2.7794
O 2.15046 -0.18808 3.52711 -0.6753
C 1.70604 0.39939 2.56309 0.1076
N 2.05028 0.28484 1.25203 0.5536
C 3.26513 -0.18741 0.86460 -0.2073
O 4.21473 -0.50258 1.54868 -0.6615
C 3.38668 -0.24828 -0.64790 0.0421
C 4.60475 -0.59476 -1.20532 -0.3953
C 4.69746 -0.72984 -2.58073 -0.7867
C 3.55590 -0.54641 -3.34358 -1.1397
C 2.38133 -0.18483 -2.70458 -0.2320
N 2.29378 -0.00431 -1.38619 0.4566
C 0.59725 1.42439 2.74837 0.7079
C 0.29171 1.88434 4.01589 -0.6296
C -0.64684 2.89836 4.14971 -1.0863
C -1.24830 3.40570 3.01052 -0.6422
C -0.90747 2.85918 1.78306 -0.7405
N -0.00940 1.88983 1.64398 0.0702
H 5.44069 -0.76246 -0.54137 0.6337
H 5.63704 -0.99660 -3.04610 0.4649
H 3.56314 -0.67114 -4.41697 0.5738
H 1.47767 -0.02715 -3.27562 0.3821
H 0.81198 1.45647 4.86101 0.5924
H -0.89580 3.29086 5.12673 0.4730
H -1.97339 4.20594 3.05877 0.5561
H -1.36648 3.22062 0.87490 0.6323
Cl -0.76777 -1.04373 -1.63135 0.5373
C -2.11007 -0.26136 -2.46532 -0.3648
C -3.08891 -1.11012 -2.94774 -0.9353
C -4.17414 -0.55723 -3.61308 -0.7797
C -4.25820 0.81665 -3.78268 -0.9725
C -3.26069 1.64348 -3.28889 -0.3889
C -2.15511 1.12176 -2.61424 0.2147
P -0.85176 2.19203 -1.90865 0.2613
C -1.64452 3.83429 -1.92596 0.2651
C -2.71045 4.07828 -1.06121 0.5319
C -3.37256 5.29382 -1.07961 -0.7788
C -2.96729 6.28750 -1.96061 -0.7700
C -1.90495 6.05578 -2.82064 -0.9102
C -1.24776 4.83273 -2.81124 -0.7879
C 0.37842 2.33357 -3.23762 0.6261
C 1.60123 2.91446 -2.90452 -0.4157
C 2.57804 3.08836 -3.86973 -0.8097
C 2.34602 2.66441 -5.17219 -0.7068
C 1.13222 2.08259 -5.50942 -0.7220
C 0.14277 1.92820 -4.54783 -0.3344
H -3.00580 -2.17793 -2.79935 0.6842
H -4.94904 -1.20656 -3.99742 0.4744
H -5.10140 1.24870 -4.30394 0.4638
H -3.33803 2.71453 -3.42456 0.5669
H -3.04138 3.30700 -0.37863 -0.1066
H -4.20557 5.46254 -0.40945 0.5115
H -3.47964 7.23976 -1.97643 0.4191
H -1.58407 6.82675 -3.50804 0.4525
H -0.42592 4.66877 -3.49549 0.4305
H 1.79513 3.23393 -1.88497 0.4588
H 3.52346 3.54249 -3.60496 0.4802
H 3.11107 2.79296 -5.92603 0.3994
H 0.94820 1.75904 -6.52524 0.4392
H -0.80662 1.48426 -4.82183 0.4392
F -2.13127 -4.90496 7.46653 -0.2525
C -1.82059 -3.59576 7.50978 0.7270
F -2.75004 -2.99435 8.27904 -0.2533
F -0.64039 -3.47831 8.13582 -0.2792
C -1.79759 -2.99825 6.12735 0.3921
C -2.95945 -3.06648 5.36039 -1.1900
C -2.97074 -2.52602 4.09101 -0.2875
C -1.82446 -1.90952 3.57917 -0.8103
C -0.67038 -1.85644 4.34926 -0.1523
C -0.65635 -2.40039 5.62996 -1.2467
P -1.79729 -1.19143 1.90248 2.8568
C -2.71431 -2.46354 0.94827 -0.2579
C -2.02084 -3.64910 0.71945 -0.6159
C -2.54628 -4.64117 -0.09114 -0.8644
C -3.78690 -4.45038 -0.67948 0.1837
C -4.52035 -3.30268 -0.40992 -1.2855
C -3.98837 -2.31635 0.40364 -0.1864
C -4.36681 -5.46748 -1.62315 0.7502
F -3.52091 -6.47979 -1.86601 -0.2810
F -5.50959 -5.99365 -1.14974 -0.2601
F -4.66400 -4.89498 -2.81453 -0.2518
C -2.99227 0.18652 2.04451 -0.1034
C -3.55881 0.72913 0.89092 -0.4350
C -4.41229 1.81795 0.96037 -1.2598
C -4.65269 2.42204 2.18503 0.4070
C -4.07937 1.91014 3.34001 -1.5087
C -3.26644 0.79149 3.27098 -0.6072
C -5.50703 3.65391 2.28476 0.7718
F -5.97058 4.04648 1.08310 -0.2868
F -4.79721 4.68749 2.79239 -0.2525
F -6.56449 3.46992 3.09001 -0.2776
H -3.84415 -3.54368 5.76107 0.4366
H -3.87162 -2.58309 3.49176 0.4858
H 0.22591 -1.38549 3.96785 0.7335
H 0.24300 -2.35666 6.22832 0.6046
H -1.04295 -3.79868 1.15773 0.5195
H -1.98180 -5.54398 -0.28000 0.6241
H -5.50592 -3.17664 -0.84022 0.4861
H -4.57805 -1.43293 0.60402 0.6736
H -3.35649 0.28654 -0.07807 0.8158
H -4.87738 2.20207 0.06245 0.6213
H -4.27123 2.38259 4.29504 0.5050
H -2.83214 0.39773 4.17980 0.5945
C 1.66197 -6.76298 -0.45753 -1.1505
Ge 2.12719 -5.51177 -1.88368 0.7620
C 0.51873 -4.96290 -2.86032 -0.9221
C 3.46221 -6.27417 -3.09112 -1.2230
C 2.85276 -3.86400 -1.06889 -0.8517
Se 1.51770 -3.05786 0.10848 0.3739
C 2.39691 -3.31172 1.82360 -0.8939
H 1.06527 -7.58650 -0.84891 0.4029
H 1.08013 -6.25319 0.31178 0.2694
H 2.55587 -7.18125 0.00457 0.3373
H -0.02423 -5.82587 -3.24532 0.4310
H 0.77605 -4.31928 -3.70280 0.3347
H -0.14886 -4.41419 -2.19322 -0.0210
H 3.09597 -7.19588 -3.54193 0.3745
H 4.37863 -6.50398 -2.54773 0.3727
H 3.70474 -5.57736 -3.89366 0.3485
H 3.09744 -3.12997 -1.83579 -0.0272
H 3.75237 -4.03424 -0.47775 0.5752
H 2.49477 -4.37297 2.03805 0.4850
H 1.77654 -2.83222 2.57813 -0.0023
H 3.36567 -2.81779 1.81695 0.3397
```

As for the net charge: +1. For the gap between HOMO and LUMO, the calculation gives 7.61 eV. For the LUMO energy, the calculation gives -0.093 Eh. The spin multiplicity is 1.